Density functional theory data (ωB97M-V/def2-TZVPD) for a gas-phase ion, C8H19NOP (charge +1) at a distorted geometry.

```
30
Properties=species:S:1:pos:R:3:lowdin_charge:R:1
C -2.22 1.20 2.01 0.04
C -0.98 0.73 1.99 -0.42
C -0.63 -0.72 2.21 -0.19
C 0.56 -1.26 1.40 -0.17
C 0.24 -1.65 -0.05 -0.12
N 0.21 -0.50 -0.99 -0.17
C -1.14 -0.26 -1.54 0.01
C 1.25 -0.60 -2.04 -0.18
C 1.38 0.67 -2.85 -0.06
P 0.39 1.89 1.69 0.79
O 0.93 1.73 0.32 -0.42
H -2.42 2.25 1.89 0.06
H -3.07 0.56 2.15 0.08
H -1.51 -1.34 2.02 0.12
H -0.38 -0.84 3.27 0.13
H 1.39 -0.54 1.42 0.10
H 0.92 -2.16 1.90 0.13
H 1.01 -2.35 -0.39 0.13
H -0.72 -2.17 -0.08 0.13
H 0.47 0.38 -0.45 0.08
H -1.39 -1.03 -2.27 0.12
H -1.18 0.71 -2.02 0.10
H -1.87 -0.28 -0.74 0.10
H 2.20 -0.80 -1.54 0.14
H 1.02 -1.46 -2.69 0.14
H 1.56 1.52 -2.20 0.08
H 2.24 0.58 -3.52 0.09
H 0.51 0.86 -3.48 0.08
H 1.34 1.71 2.68 0.03
H -0.11 3.16 1.92 0.03
```

Its total charge is +1.

---

Density functional theory data (ωB97M-V/def2-TZVPD) for a gas-phase ion, C5H12NO2 (charge -1) at a distorted geometry.

```
20
Properties=species:S:1:pos:R:3:lowdin_charge:R:1
N 1.33 -1.57 -1.44 -0.01
C 0.96 -0.15 -0.99 -0.37
C 0.15 0.59 -2.18 -0.50
O 0.20 1.87 -1.81 -0.36
C 0.03 -0.33 0.15 -0.24
C -0.40 0.92 1.00 -0.16
C -0.60 0.48 2.47 -0.23
O -1.57 -0.60 2.84 -0.09
H 0.42 -2.16 -1.51 0.09
H 1.63 -1.55 -2.35 -0.03
H 1.90 0.42 -0.86 0.13
H 0.67 0.29 -3.17 0.08
H -0.87 0.37 -2.19 0.05
H -0.84 -0.86 -0.20 0.10
H 0.48 -0.95 0.93 0.10
H 0.53 1.56 0.82 0.14
H -1.36 1.19 0.55 0.11
H 0.28 0.15 2.89 0.07
H -1.01 1.31 3.00 0.09
H -1.90 -0.98 2.06 0.03
```

Its total charge is -1.

---

Density functional theory data (ωB97M-V/def2-TZVPD) for a gas-phase ion, C5H9N (charge -1) at a distorted geometry.

```
15
Properties=species:S:1:pos:R:3:lowdin_charge:R:1
C 1.24 1.29 -1.24 -0.22
N 0.12 0.41 -1.22 -0.08
C -0.01 -0.19 0.07 -0.50
C 0.95 -0.18 1.00 -0.12
C -1.99 -0.96 1.29 -0.14
C -1.15 -1.05 0.25 -0.32
H 1.44 1.76 -2.16 0.03
H 2.18 0.77 -0.91 0.07
H 1.14 2.28 -0.73 0.08
H -0.24 -0.19 -1.95 0.08
H 1.46 0.74 1.32 0.00
H 0.87 -1.11 1.64 0.04
H -2.86 -1.61 1.14 0.00
H -1.61 -0.35 2.14 0.02
H -1.54 -1.59 -0.64 0.06
```

Its total charge is -1. As for the expectation value of S²: 0.7592. As for the spin multiplicity: 2.

---

Density functional theory data (ωB97M-V/def2-TZVPD) for a molecular structure, C61H52BiBrN3O4P2S at a distorted geometry.

```
125
Properties=species:S:1:pos:R:3:lowdin_charge:R:1
Bi 0.62 1.94 -1.69 1.75
O 0.57 -0.76 -1.89 -0.66
S -0.15 -1.08 -0.57 0.86
C 0.62 -2.62 -0.15 -0.30
C 0.20 -3.76 -0.82 -0.05
C 0.75 -5.09 -0.67 0.03
C 1.67 -5.23 0.36 -0.15
C 2.38 -6.44 0.86 -0.11
C 3.37 -5.94 1.94 -0.08
C 3.19 -4.43 1.93 -0.13
C 3.94 -3.45 2.49 -0.01
C 3.66 -2.13 2.19 -0.10
C 2.67 -1.74 1.35 -0.32
P 2.45 0.04 1.06 1.06
C 2.92 0.59 2.71 -0.42
C 2.13 0.21 3.79 -0.12
C 2.42 0.67 5.07 -0.06
C 3.36 1.66 5.27 -0.07
C 4.15 2.08 4.16 -0.06
C 3.94 1.53 2.90 -0.08
C 3.92 0.39 0.03 -0.37
C 4.10 1.68 -0.53 -0.16
C 5.16 1.96 -1.42 -0.08
C 6.09 0.98 -1.71 -0.10
C 5.92 -0.29 -1.23 -0.08
C 4.88 -0.59 -0.35 -0.06
C 1.77 -2.72 0.74 -0.09
C 2.14 -4.08 1.03 -0.07
C -1.80 -1.62 -0.91 -0.36
C -2.12 -1.87 -2.22 -0.07
C -3.38 -2.29 -2.69 0.03
C -4.36 -2.36 -1.75 -0.17
C -5.81 -2.81 -1.91 -0.09
C -6.37 -2.61 -0.50 -0.11
C -5.19 -2.15 0.36 -0.18
C -5.18 -1.76 1.64 0.00
C -3.92 -1.34 2.19 -0.06
C -2.76 -1.34 1.48 -0.30
P -1.21 -0.63 2.14 1.09
C -1.45 -0.72 3.96 -0.40
C -1.48 -1.94 4.59 -0.10
C -1.40 -2.05 5.98 -0.08
C -1.25 -0.93 6.76 -0.09
C -1.34 0.32 6.15 -0.06
C -1.42 0.40 4.76 -0.10
C -1.56 1.12 1.79 -0.38
C -2.73 1.71 1.31 -0.07
C -2.83 3.12 1.20 -0.08
C -1.79 3.94 1.65 -0.09
C -0.66 3.37 2.21 -0.07
C -0.54 1.97 2.22 -0.14
C -2.80 -1.70 0.07 -0.13
C -4.05 -2.06 -0.46 -0.13
H -0.71 -3.76 -1.40 0.10
H 0.25 -5.89 -1.21 0.12
H 2.82 -6.97 0.03 0.12
H 1.71 -7.19 1.17 0.11
H 4.46 -6.26 1.75 0.15
H 3.19 -6.37 2.91 0.11
H 4.75 -3.70 3.10 0.11
H 4.28 -1.36 2.61 0.12
H 1.32 -0.50 3.65 0.08
H 1.95 0.39 5.99 0.10
H 3.71 2.06 6.19 0.09
H 4.95 2.81 4.39 0.11
H 4.54 1.88 2.03 0.10
H 3.44 2.58 -0.30 0.09
H 5.21 2.87 -2.02 0.11
H 6.87 1.24 -2.46 0.12
H 6.64 -1.08 -1.38 0.11
H 4.82 -1.58 0.04 0.08
H -1.35 -1.83 -2.90 0.06
H -3.62 -2.48 -3.69 0.11
H -5.84 -3.81 -2.16 0.09
H -6.41 -2.26 -2.65 0.13
H -6.71 -3.59 -0.09 0.14
H -7.19 -1.90 -0.44 0.11
H -6.06 -1.68 2.24 0.11
H -3.89 -0.99 3.26 0.13
H -1.53 -2.85 4.01 0.11
H -1.35 -3.02 6.45 0.11
H -1.19 -1.02 7.82 0.10
H -1.30 1.28 6.65 0.11
H -1.61 1.37 4.33 0.10
H -3.60 1.19 0.97 0.07
H -3.76 3.59 0.79 0.12
H -1.95 5.00 1.58 0.10
H 0.14 3.89 2.63 0.09
H 0.44 1.51 2.56 0.08
C -3.42 5.81 -3.12 -0.10
C -2.69 5.75 -4.27 -0.07
C -1.53 4.90 -4.37 0.00
C -1.21 4.05 -3.32 -0.32
C -1.99 4.10 -2.16 -0.09
C -3.01 5.01 -2.07 -0.09
N -0.06 3.24 -3.32 -0.25
N 0.47 3.05 -4.57 0.07
C 1.43 2.19 -4.56 -0.35
C 2.27 1.92 -5.70 0.00
C 3.28 1.03 -5.62 -0.08
C 3.57 0.29 -4.47 -0.04
C 2.76 0.52 -3.39 -0.19
N 1.77 1.41 -3.45 -0.15
H -4.28 6.46 -2.93 0.12
H -3.03 6.39 -5.09 0.11
H -1.00 4.84 -5.35 0.12
H -1.81 3.47 -1.31 0.05
H -3.67 5.05 -1.22 0.10
H 2.11 2.49 -6.62 0.12
H 4.01 0.95 -6.45 0.13
H 4.36 -0.48 -4.44 0.13
H 2.78 0.01 -2.44 0.09
O 1.91 4.82 0.00 -0.10
H 1.76 4.48 -0.90 -0.04
H 1.51 5.70 -0.09 0.06
O 0.62 -2.59 -3.74 -0.05
H 0.83 -2.03 -3.02 -0.07
H 1.17 -3.38 -3.60 0.06
Br -5.56 1.08 -1.43 0.67
C -3.91 1.57 -3.80 -0.07
C -3.76 1.19 -2.37 -0.73
O -2.81 0.98 -1.67 -0.02
H -2.88 1.46 -4.17 0.09
H -4.25 2.60 -3.89 0.08
H -4.61 0.93 -4.41 0.11
```

Its total charge is +1.

---

We obtain ΔE to the lowest compared entry with this formula, charge and spin values of 0.0, 420.7, 156.8, 0.0 kJ/mol for the records listed above, in that order.